Record 1
{"formula": "C4H4O2", "method": "ωB97M-V/def2-TZVPD", "species": ["O", "C", "C", "O", "C", "C", "H", "H", "H", "H"], "positions_angstrom": [[-2.26, -0.39, 0.00], [-1.13, 0.39, -0.27], [0.14, -0.42, -0.05], [0.08, -1.62, -0.21], [1.43, 0.18, 0.30], [2.55, 0.46, 0.63], [-2.07, -1.27, -0.37], [-1.19, 1.28, 0.37], [-1.11, 0.73, -1.32], [3.56, 0.66, 0.93]], "nbo_charge": [-0.6959, -0.1466, 0.4910, -0.5050, -0.1462, -0.1157, 0.4844, 0.2024, 0.1896, 0.2420], "lumo_energy_ha": -0.0013, "e_tot_ev": -8305.140, "de_lowest_kj_mol": 186.9, "homo_energy_ev": -10.552, "smiles": "C#CC(=O)CO"}

=====

Record 2
{"formula": "C4H4O2", "method": "ωB97M-V/def2-TZVPD", "species": ["O", "C", "O", "C", "C", "C", "H", "H", "H", "H"], "positions_angstrom": [[-1.54, -2.01, 0.40], [-0.66, -1.21, 0.37], [0.68, -1.41, 0.12], [0.94, -0.01, 0.39], [0.07, 0.79, -0.70], [-0.51, 0.29, 0.56], [1.76, 0.53, -0.02], [0.27, 1.86, -0.73], [0.02, 0.26, -1.64], [-1.03, 0.91, 1.26]], "nbo_charge": [-0.5203, 0.7940, -0.4857, -0.0205, -0.3912, -0.3528, 0.2738, 0.2218, 0.2305, 0.2506], "lumo_energy_ha": 0.0328, "e_tot_ev": -8304.533, "de_lowest_kj_mol": 245.5, "homo_energy_ev": -9.613}

=====

Record 3
{"formula": "C4H4O2", "method": "ωB97M-V/def2-TZVPD", "species": ["O", "C", "C", "C", "O", "C", "H", "H", "H", "H"], "positions_angstrom": [[-1.12, -0.67, 1.17], [-0.41, -1.06, -0.04], [-0.93, 0.29, 0.20], [0.45, 0.97, 0.26], [1.40, 0.19, 0.99], [0.96, -0.31, -0.23], [-0.98, -1.72, -0.69], [-1.61, 0.67, -0.55], [0.70, 2.01, 0.04], [1.54, -0.37, -1.15]], "nbo_charge": [-0.4243, -0.0480, 0.0595, -0.0385, -0.4357, 0.0725, 0.2036, 0.1955, 0.2073, 0.2081], "lumo_energy_ha": 0.0377, "e_tot_ev": -8302.362, "de_lowest_kj_mol": 454.9, "homo_energy_ev": -9.165}

=====

Record 4
{"formula": "C4H4O2", "method": "ωB97M-V/def2-TZVPD", "species": ["O", "C", "C", "O", "C", "C", "H", "H", "H", "H"], "positions_angstrom": [[-0.68, -1.73, 0.17], [-0.15, -0.56, 0.70], [1.13, -0.16, -0.05], [1.33, -0.61, -1.15], [-0.88, 0.68, 0.31], [-1.02, 1.66, -0.38], [-0.37, -1.75, -0.75], [-0.01, -0.68, 1.78], [1.73, 0.65, 0.40], [-1.08, 2.50, -1.03]], "nbo_charge": [-0.6795, -0.0550, 0.4326, -0.5367, -0.0550, -0.1906, 0.4880, 0.2165, 0.1364, 0.2434], "lumo_energy_ha": 0.0219, "e_tot_ev": -8304.729, "de_lowest_kj_mol": 226.6, "homo_energy_ev": -10.201, "smiles": "C#C[C@@H](O)C=O"}

=====

Record 5
{"formula": "C4H4O2", "method": "ωB97M-V/def2-TZVPD", "species": ["C", "C", "C", "C", "H", "H", "H", "H", "O", "O"], "positions_angstrom": [[0.09, 1.25, -0.03], [0.93, -0.02, 0.24], [-0.04, -1.12, -0.01], [-1.25, -0.51, -0.17], [1.79, -0.04, -0.44], [1.38, 0.16, 1.27], [0.13, -2.17, -0.12], [-2.29, -0.82, -0.30], [0.48, 2.36, -0.22], [-1.24, 0.89, -0.22]], "nbo_charge": [0.7937, -0.5607, -0.2951, 0.1272, 0.2524, 0.2562, 0.2364, 0.2150, -0.5363, -0.4888], "lumo_energy_ha": 0.0320, "e_tot_ev": -8306.962, "de_lowest_kj_mol": 11.1, "homo_energy_ev": -9.485, "smiles": "O=C1CC=CO1"}

=====

Record 6
{"formula": "C4H4O2", "method": "ωB97M-V/def2-TZVPD", "species": ["C", "O", "C", "O", "C", "C", "H", "H", "H", "H"], "positions_angstrom": [[-1.86, 0.21, -0.09], [-0.52, 0.60, -0.41], [0.35, -0.12, 0.30], [0.07, -0.96, 1.12], [1.72, -0.03, -0.01], [2.88, -0.07, -0.26], [-2.46, 0.85, -0.71], [-2.00, -0.83, -0.36], [-2.07, 0.34, 0.97], [3.88, -0.01, -0.55]], "nbo_charge": [-0.2654, -0.4691, 0.7011, -0.5455, -0.1219, -0.1228, 0.1972, 0.1960, 0.2009, 0.2296], "lumo_energy_ha": 0.0282, "e_tot_ev": -8305.386, "de_lowest_kj_mol": 163.2, "homo_energy_ev": -10.405, "smiles": "C#CC(=O)OC"}

=====

Record 7
{"formula": "C4H4O2S", "method": "ωB97M-V/def2-TZVPD", "species": ["C", "C", "C", "C", "H", "H", "H", "H", "O", "O", "S"], "positions_angstrom": [[0.26, 0.57, -1.10], [0.90, -0.58, -0.80], [0.21, -1.11, 0.33], [-0.72, -0.09, 0.64], [0.19, 2.41, -1.47], [1.43, -1.33, -1.48], [0.73, -1.96, 0.81], [-1.05, -0.69, 3.15], [0.29, 1.53, -2.08], [-0.56, 1.01, -0.13], [-1.69, 0.25, 2.13]], "nbo_charge": [0.5544, -0.3830, -0.3106, 0.1099, 0.4911, 0.2440, 0.2479, 0.1664, -0.6587, -0.4392, -0.0221], "lumo_energy_ha": 0.0150, "e_tot_ev": -19140.252, "de_lowest_kj_mol": 264.3, "homo_energy_ev": -7.967, "smiles": "Oc1ccc(S)o1"}

=====

Record 8
{"formula": "C4H4O2S2", "method": "ωB97M-V/def2-TZVPD", "species": ["C", "C", "C", "C", "H", "H", "H", "H", "O", "O", "S", "S"], "positions_angstrom": [[-1.00, -0.63, -1.02], [1.13, 0.30, -0.40], [0.55, 1.04, 0.78], [-1.18, -1.06, 0.44], [1.61, -0.64, -0.08], [1.86, 0.91, -0.93], [0.02, 1.95, 0.44], [1.34, 1.34, 1.47], [-1.84, -0.84, -1.83], [0.12, 0.06, -1.37], [-0.56, -0.05, 1.71], [-2.06, -2.38, 0.80]], "nbo_charge": [0.7166, -0.0857, -0.5774, -0.4687, 0.1924, 0.2137, 0.2345, 0.2457, -0.5004, -0.4883, 0.3826, 0.1350], "lumo_energy_ha": -0.0395, "e_tot_ev": -29977.613, "de_lowest_kj_mol": 11.2, "homo_energy_ev": -9.132, "smiles": "O=C1OCCSC1=S"}

=====

Record 9
{"formula": "C4H4O2Sr", "method": "ωB97M-V/def2-TZVPD", "species": ["C", "O", "H", "C", "C", "C", "O", "Sr", "H", "H", "H"], "positions_angstrom": [[1.72, 0.47, -0.42], [1.59, -0.52, 0.41], [2.43, -0.70, 0.86], [0.43, 0.69, -1.25], [-0.64, 0.83, -0.22], [-1.06, -0.13, 0.56], [-1.25, -0.82, 1.51], [-2.50, -2.65, 2.69], [0.61, 1.63, -1.79], [0.31, -0.14, -1.96], [-1.65, 1.34, -0.39]], "nbo_charge": [0.3369, -0.6868, 0.5309, -0.5729, -0.3857, 0.7033, -0.7689, 1.9726, 0.2810, 0.2701, 0.3196], "lumo_energy_ha": -0.3677, "e_tot_ev": -9122.438, "total_charge": 2, "de_lowest_kj_mol": 0.0, "homo_energy_ev": -14.066}

=====

Record 10
{"formula": "C4H4O2Yb", "method": "ωB97M-V/def2-TZVPD", "species": ["H", "O", "C", "C", "C", "C", "O", "H", "H", "H", "Yb"], "positions_angstrom": [[0.98, 1.34, -0.39], [2.58, 0.13, 0.64], [1.41, 0.11, -0.13], [0.43, -0.74, 0.26], [-0.83, -0.95, -0.45], [-2.06, -1.02, 0.14], [-2.96, -0.10, 0.09], [3.32, 0.27, 0.05], [0.42, -1.02, 1.33], [-0.84, -0.69, -1.53], [-2.44, 2.67, -0.02]], "nbo_charge": [0.1401, -0.7508, -0.0699, -0.2456, -0.5443, 0.4009, -0.8166, 0.4657, 0.1913, 0.1964, 0.0328], "lumo_energy_ha": [0.1170, 0.1162], "e_tot_ev": -39831.149, "total_charge": -1, "homo_energy_ev": [-2.045, -2.127], "spin_multiplicity": 2, "s_squared": 0.778}

=====

Record 11
{"formula": "C4H4O3", "method": "ωB97M-V/def2-TZVPD", "species": ["C", "C", "O", "C", "O", "C", "O", "H", "H", "H", "H"], "positions_angstrom": [[1.45, -0.62, -0.82], [0.14, 0.12, -0.90], [-0.34, 0.55, -1.92], [-0.51, 0.55, 0.43], [0.02, 1.53, 0.91], [-1.73, 0.14, 1.31], [-2.49, -0.78, 1.28], [2.15, -0.06, -0.19], [1.86, -0.73, -1.82], [1.31, -1.61, -0.37], [-1.71, 0.94, 2.07]], "nbo_charge": [-0.7218, 0.5244, -0.4858, 0.3661, -0.4692, 0.3654, -0.4483, 0.2504, 0.2464, 0.2399, 0.1325], "lumo_energy_ha": -0.0330, "e_tot_ev": -10353.546, "de_lowest_kj_mol": 160.8, "homo_energy_ev": -9.928, "smiles": "CC(=O)C(=O)C=O"}

=====

Record 12
{"formula": "C4H4O3", "method": "ωB97M-V/def2-TZVPD", "species": ["O", "C", "C", "C", "O", "C", "O", "H", "H", "H", "H"], "positions_angstrom": [[-0.56, 1.16, -1.34], [-0.93, 0.76, -0.09], [0.41, 0.25, 0.31], [-0.09, -0.99, 1.01], [-1.26, -0.79, 0.19], [0.84, 0.47, -1.03], [1.60, 1.16, -0.16], [-1.71, 1.33, 0.42], [0.45, -1.93, 0.83], [-0.29, -0.88, 2.09], [1.24, -0.06, -1.89]], "nbo_charge": [-0.5107, 0.3536, 0.1056, -0.0794, -0.5439, 0.3322, -0.4398, 0.1958, 0.1981, 0.1880, 0.2003], "lumo_energy_ha": 0.0344, "e_tot_ev": -10350.051, "de_lowest_kj_mol": 497.9, "homo_energy_ev": -10.581}

=====

Record 13
{"formula": "C4H4O3", "method": "ωB97M-V/def2-TZVPD", "species": ["O", "C", "O", "C", "C", "C", "O", "H", "H", "H", "H"], "positions_angstrom": [[-1.59, 2.91, -2.17], [-1.38, 2.94, -1.05], [-1.31, 0.15, -0.59], [-0.82, -0.01, 0.51], [0.28, -0.99, 0.80], [1.40, -1.08, -0.12], [1.51, -0.35, 1.09], [0.03, -1.84, 1.44], [-1.14, 0.61, 1.37], [1.38, -0.50, -1.04], [2.00, -1.99, -0.16]], "nbo_charge": [-0.5044, 0.5028, -0.5008, 0.4240, -0.0613, -0.0990, -0.4731, 0.2007, 0.1239, 0.1973, 0.1901], "lumo_energy_ha": 0.0242, "e_tot_ev": -10352.897, "de_lowest_kj_mol": 223.3, "homo_energy_ev": -10.174}

=====

Record 14
{"formula": "C4H4O3", "method": "ωB97M-V/def2-TZVPD", "species": ["O", "C", "C", "C", "O", "C", "O", "H", "H", "H", "H"], "positions_angstrom": [[-0.05, -0.96, 2.06], [-0.04, -1.17, 0.88], [0.09, -0.07, -0.15], [1.17, 0.93, -0.11], [1.14, -0.10, -1.10], [-1.31, 0.22, -0.64], [-2.22, 0.26, 0.15], [-0.25, -2.18, 0.45], [0.99, 1.94, -0.46], [1.94, 0.83, 0.65], [-1.46, 0.28, -1.73]], "nbo_charge": [-0.4667, 0.4275, -0.0207, -0.0721, -0.4598, 0.4122, -0.4793, 0.1254, 0.1943, 0.2038, 0.1355], "lumo_energy_ha": 0.0046, "e_tot_ev": -10352.705, "de_lowest_kj_mol": 241.9, "homo_energy_ev": -10.060, "smiles": "O=CC1(C=O)CO1"}

=====

Record 15
{"formula": "C4H4O3P", "method": "ωB97M-V/def2-TZVPD", "species": ["C", "C", "C", "C", "O", "O", "O", "P", "H", "H", "H", "H"], "positions_angstrom": [[-0.67, 0.56, -0.89], [-0.28, -0.58, -0.34], [-0.14, -1.44, 2.12], [0.52, -0.42, 1.32], [0.77, -2.00, 2.88], [-1.30, -1.74, 1.94], [3.01, -0.63, 3.01], [2.28, -1.39, 1.98], [-0.79, 0.83, -1.94], [-0.76, 1.39, -0.22], [-0.09, -1.46, -0.92], [0.53, 0.62, 1.52]], "nbo_charge": [-0.4819, -0.1144, 0.7230, -0.6236, -0.7470, -0.6577, -1.1409, 1.2947, 0.1797, 0.1763, 0.1749, 0.2169], "lumo_energy_ha": 0.1449, "e_tot_ev": -19644.281, "total_charge": -1, "de_lowest_kj_mol": 167.4, "homo_energy_ev": -3.860}

=====

Record 16
{"formula": "C4H4O4", "method": "ωB97M-V/def2-TZVPD", "species": ["C", "C", "C", "C", "H", "H", "H", "H", "O", "O", "O", "O"], "positions_angstrom": [[0.36, 1.26, 0.74], [1.31, 0.36, -0.11], [-0.60, -0.75, -1.16], [-1.09, -0.68, 0.36], [2.22, 0.88, -0.69], [1.62, -0.49, 0.59], [-0.37, -1.31, 1.11], [-2.21, -0.97, 0.50], [0.30, 2.43, 1.30], [0.61, -0.16, -1.22], [-1.12, -1.27, -2.17], [-1.04, 0.70, 0.76]], "nbo_charge": [0.7325, -0.1966, 0.7710, -0.2067, 0.2750, 0.2266, 0.1974, 0.2453, -0.5014, -0.4981, -0.5325, -0.5125], "lumo_energy_ha": 0.0015, "e_tot_ev": -12400.283, "de_lowest_kj_mol": 291.5, "homo_energy_ev": -10.707, "smiles": "O=C1COC(=O)CO1"}

=====

Record 17
{"formula": "C4H4O4", "method": "ωB97M-V/def2-TZVPD", "species": ["C", "C", "C", "C", "H", "H", "H", "H", "O", "O", "O", "O"], "positions_angstrom": [[-2.06, -0.16, -0.44], [-0.03, 0.37, 0.51], [1.42, 0.75, 0.07], [2.31, -0.50, 0.04], [-1.91, -0.86, 0.43], [-2.50, -0.77, -1.43], [-2.83, 0.61, -0.03], [3.37, -0.31, -0.03], [-0.70, 0.37, -0.65], [-0.62, 0.12, 1.66], [1.71, 1.98, -0.10], [1.83, -1.59, -0.03]], "nbo_charge": [-0.3118, 0.6959, 0.3976, 0.3469, 0.2302, 0.2150, 0.2130, 0.1454, -0.4861, -0.5864, -0.4288, -0.4310], "lumo_energy_ha": -0.0592, "e_tot_ev": -12399.751, "de_lowest_kj_mol": 342.9, "homo_energy_ev": -10.478, "smiles": "COC(=O)C(=O)C=O"}

=====

Record 18
{"formula": "C4H4O4", "method": "ωB97M-V/def2-TZVPD", "species": ["C", "C", "C", "C", "H", "H", "H", "H", "O", "O", "O", "O"], "positions_angstrom": [[-1.41, -0.16, 0.05], [-0.02, 0.57, -0.17], [-0.01, 1.90, -0.11], [1.24, -0.19, -0.06], [-0.51, -1.83, 0.03], [0.97, 2.37, -0.18], [-0.92, 2.52, 0.14], [3.09, -0.37, 0.30], [-1.45, -1.45, 0.12], [-2.37, 0.53, 0.05], [2.42, 0.39, 0.25], [1.22, -1.41, -0.22]], "nbo_charge": [0.7894, -0.3011, -0.2174, 0.7723, 0.5227, 0.2110, 0.2475, 0.5139, -0.6542, -0.5789, -0.6678, -0.6375], "lumo_energy_ha": -0.0143, "e_tot_ev": -12402.574, "de_lowest_kj_mol": 70.4, "homo_energy_ev": -10.648, "smiles": "C=C(C(=O)O)C(=O)O"}

=====

Record 19
{"formula": "C4H4O5", "method": "ωB97M-V/def2-TZVPD", "species": ["O", "C", "C", "O", "C", "H", "H", "H", "H", "O", "C", "O", "O"], "positions_angstrom": [[0.62, 0.12, 0.98], [0.00, 0.50, -0.19], [0.96, -1.26, 0.86], [-0.50, -0.63, -0.81], [-0.14, -1.78, -0.06], [0.96, -1.71, 1.85], [1.96, -1.36, 0.40], [-1.02, -2.13, 0.51], [0.19, -2.57, -0.73], [-0.91, 1.47, -0.06], [-0.74, 2.82, -0.77], [0.26, 2.92, -1.48], [-1.64, 3.60, -0.49]], "nbo_charge": [-0.5260, 0.7342, -0.1010, -0.5292, -0.1024, 0.1796, 0.1615, 0.1645, 0.1726, -0.6333, 0.9733, -0.7514, -0.7425], "lumo_energy_ha": [0.1256, 0.1245], "e_tot_ev": -14450.014, "total_charge": -1, "de_lowest_kj_mol": 0.0, "homo_energy_ev": [-3.022, -4.565], "spin_multiplicity": 2, "s_squared": 0.752}

=====

Record 20
{"formula": "C4H4O5Rb", "method": "ωB97M-V/def2-TZVPD", "species": ["O", "C", "C", "O", "O", "C", "H", "H", "H", "H", "O", "Rb", "C", "O"], "positions_angstrom": [[1.89, -0.37, -0.50], [1.52, -1.06, 0.59], [1.23, 0.88, -0.49], [0.95, -2.12, 0.54], [1.28, -0.14, 1.53], [0.86, 1.06, 0.92], [1.87, 1.64, -0.93], [1.28, 1.91, 1.46], [-0.68, 1.02, 0.82], [-0.18, 0.67, -1.11], [-2.20, 0.77, 0.06], [-3.21, -3.72, -0.35], [-2.09, 0.23, -1.04], [-2.52, -0.78, -1.49]], "nbo_charge": [-0.4934, 0.9785, 0.0532, -0.5634, -0.4931, -0.1512, 0.2452, 0.2363, 0.2465, 0.0193, -0.4995, 0.9986, 0.9671, -0.5443], "lumo_energy_ha": [-0.1954, -0.1954], "e_tot_ev": -15094.781, "total_charge": 1, "de_lowest_kj_mol": 357.0, "homo_energy_ev": [-12.767, -12.767]}